Record 1
C5H11N2O | ωB97M-V/def2-TZVPD

Last columns: bonded neighbours and bond lengths (Å).
Atoms and positions in Å:
1 H 2.6084 0.7511 1.2507  C9 1.181
2 N 0.9731 -0.5926 0.7868  C9 1.494, C10 1.268, H19 1.017
3 H -0.4759 1.8893 -1.9458  C4 1.168
4 C -1.1073 1.6602 -0.9898  H3 1.168, N7 1.434, H13 1.107, H16 1.053
5 C 1.4101 1.4474 -0.3559  N7 1.514, H8 1.014, C9 1.483, H17 1.131
6 H 2.8695 -0.3498 -0.2614  C9 1.170
7 N -0.0110 0.9302 -0.4220  C4 1.434, C5 1.514, C10 1.294
8 H 1.8131 1.7064 -1.2491  C5 1.014
9 C 2.0723 0.2955 0.3025  H1 1.181, N2 1.494, C5 1.483, H6 1.170
10 C -0.1114 -0.1082 0.3427  N2 1.268, N7 1.294
11 C -1.8010 -2.4723 0.5241  H12 1.069, H14 1.031, H15 0.992, O18 1.334
12 H -1.4472 -2.7605 1.4910  C11 1.069
13 H -1.1991 2.5863 -0.3904  C4 1.107
14 H -1.3948 -3.0008 -0.2628  C11 1.031
15 H -2.7318 -2.7381 0.3083  C11 0.992
16 H -1.9638 1.0527 -1.0705  C4 1.053
17 H 1.3599 2.3785 0.2837  C5 1.131
18 O -1.9623 -1.1482 0.4910  C11 1.334
19 H 1.0992 -1.5270 1.1667  N2 1.017

Results
2S+1: 1
Net charge: +1



Record 2
C5H11N2O | ωB97M-V/def2-TZVPD

Last columns: bonded neighbours and bond lengths (Å).
Atoms and positions in Å:
1 H -1.7877 0.9943 -0.5013  C13 1.104
2 H -2.0406 2.4419 1.3149  C18 1.077
3 H -1.0746 3.1868 0.0865  C18 1.010
4 H 2.4248 -1.4674 -0.6277  C10 1.072
5 H 2.1634 -2.7777 -1.6204  C10 1.076
6 N -0.7875 -1.5734 -0.7971  C9 1.269, O11 1.314, H17 1.013
7 H -0.2930 2.6298 1.5287  C18 1.082
8 N 0.3656 0.4104 -0.0122  C13 1.566, C14 1.428, H19 1.028
9 C 0.2818 -1.6641 -1.4747  N6 1.269, C10 1.541, H15 1.101
10 C 1.6438 -2.1370 -0.9296  H4 1.072, H5 1.076, C9 1.541, H12 1.144
11 O -0.9674 -1.4453 0.4981  N6 1.314, C14 1.404
12 H 1.5070 -2.7076 0.0520  C10 1.144
13 C -1.0295 1.0490 0.2997  H1 1.104, N8 1.566, C14 1.492, C18 1.523
14 C -0.5089 -0.1941 0.9408  N8 1.428, O11 1.404, C13 1.492, H16 1.030
15 H 0.1486 -1.3796 -2.5303  C9 1.101
16 H -0.2207 -0.2295 1.9289  C14 1.030
17 H -1.5561 -1.3695 -1.4244  N6 1.013
18 C -1.0890 2.4827 0.8111  H2 1.077, H3 1.010, H7 1.082, C13 1.523
19 H 1.2320 0.8893 0.2659  N8 1.028

Results
Structure (SMILES): C/C=[NH+]\O[C@H]1N[C@@H]1C
2S+1: 1
Net charge: +1



Record 3
C5H11N2O | ωB97M-V/def2-TZVPD

Last columns: bonded neighbours and bond lengths (Å).
Atoms and positions in Å:
1 O -1.5007 1.8837 -0.0159  H2 0.949, C19 1.463
2 H -1.7973 2.5397 0.6023  O1 0.949
3 C -0.2070 -0.5971 0.0976  N12 1.300, N14 1.343
4 H 0.4156 2.5984 0.2193  C19 1.147
5 H 2.6144 -1.5010 0.6144  C16 1.101
6 H -3.0314 -1.1997 -0.4183  C13 1.079
7 H -2.7214 0.0153 0.8343  C13 1.047
8 H 2.4446 0.6734 0.6041  C17 1.071
9 H 2.1222 0.7885 -1.2886  C17 1.200
10 H -0.1281 2.1050 -1.4110  C19 1.064
11 H 0.4138 -2.5941 0.1819  N14 0.970
12 N 0.3900 0.5548 0.0092  C3 1.300, C17 1.486, C19 1.376
13 C -2.8402 -1.0040 0.6257  H6 1.079, H7 1.047, H15 1.031
14 N 0.5987 -1.6647 -0.0248  C3 1.343, H11 0.970, C16 1.444
15 H -2.8145 -1.8436 1.2235  C13 1.031
16 C 1.9548 -1.2061 -0.2162  H5 1.101, N14 1.444, C17 1.544, H18 1.003
17 C 1.8423 0.3342 -0.2134  H8 1.071, H9 1.200, N12 1.486, C16 1.544
18 H 2.3367 -1.6599 -1.0254  C16 1.003
19 C -0.0924 1.7772 -0.3989  O1 1.463, H4 1.147, H10 1.064, N12 1.376

Results
2S+1: 1
Net charge: +1



Record 4
C5H11N2O | ωB97M-V/def2-TZVPD

Last columns: bonded neighbours and bond lengths (Å).
Atoms and positions in Å:
1 H -1.3608 -0.9521 2.2011  C5 1.156
2 H -0.4256 0.6796 2.0469  C5 1.093
3 H 2.7759 1.4985 0.2741  C9 1.239
4 N -1.4675 -0.2244 0.2650  C5 1.417, C11 1.457, C18 1.444
5 C -0.8105 -0.1968 1.5200  H1 1.156, H2 1.093, N4 1.417, C11 1.479
6 H -0.6505 -2.6027 0.7789  N7 0.964
7 N -0.1523 -2.2220 0.0464  H6 0.964, C11 1.495, H15 1.015, H16 0.987
8 C 1.8219 0.1951 -0.8340  C9 1.400, O14 1.164
9 C 1.8166 1.5563 -0.5085  H3 1.239, C8 1.400, H12 1.030, H13 1.145
10 H -2.7333 0.9311 -1.1080  C18 1.141
11 C -0.1134 -0.7568 0.3417  N4 1.457, C5 1.479, N7 1.495
12 H 0.9506 1.8241 -0.0193  C9 1.030
13 H 2.1269 2.3655 -1.2568  C9 1.145
14 O 2.3535 -0.7541 -1.2466  C8 1.164
15 H 0.7763 -2.6315 0.0751  N7 1.015
16 H -0.4757 -2.4433 -0.8593  N7 0.987
17 H -0.9543 1.0446 -1.3219  C18 1.094
18 C -1.7320 0.9303 -0.5615  N4 1.444, H10 1.141, H17 1.094, H19 1.103
19 H -1.7458 1.7584 0.1668  C18 1.103

Results
2S+1: 1
Net charge: +1



Record 5
C5H11N2O2 | ωB97M-V/def2-TZVPD

Last columns: bonded neighbours and bond lengths (Å).
Atoms and positions in Å:
1 H 0.9775 -1.0935 -1.6129  C2 1.008
2 C 0.4854 -0.4703 -0.9914  H1 1.008, C4 1.472, H6 1.138, C19 1.578
3 H -1.8859 0.4708 1.5842  N17 1.084
4 C 1.4537 0.1070 -0.0456  C2 1.472, N8 1.355, C14 1.477
5 H 2.0174 1.6753 1.1768  N8 1.044
6 H -0.2561 0.1789 -1.5611  C2 1.138
7 H -2.9012 0.3357 -1.2875  C18 1.124
8 N 1.2392 1.2740 0.6089  C4 1.355, H5 1.044, H13 1.040
9 H 2.4422 -0.9984 1.4225  C14 1.163
10 O -0.1689 -2.6064 0.0487  C19 1.179
11 H 3.6054 -0.0942 0.0749  C14 1.121
12 H -3.7435 0.6155 0.0542  C18 1.128
13 H 0.3434 1.8008 0.6379  N8 1.040
14 C 2.6658 -0.6463 0.3371  C4 1.477, H9 1.163, H11 1.121, H20 1.124
15 O -1.4685 -0.9475 0.4440  N17 1.438, C19 1.327
16 H -2.5674 1.9986 -0.5762  C18 1.126
17 N -1.6435 0.4774 0.5276  H3 1.084, O15 1.438, C18 1.453
18 C -2.7276 0.9101 -0.3369  H7 1.124, H12 1.128, H16 1.126, N17 1.453
19 C -0.4006 -1.4674 -0.1482  C2 1.578, O10 1.179, O15 1.327
20 H 2.5331 -1.5201 -0.3573  C14 1.124

Results
Structure (SMILES): CNOC(=O)CC(C)=[NH2+]
2S+1: 1
Net charge: +1



Record 6
C5H11N2O5S | ωB97M-V/def2-TZVPD

Last columns: bonded neighbours and bond lengths (Å).
Atoms and positions in Å:
1 C -1.2957 -0.4181 -0.2360  S2 1.875, N5 1.494, N10 1.478, C11 1.614
2 S -2.7112 0.7794 0.0443  C1 1.875, O9 1.527, O18 1.496, O22 1.476
3 C 0.5275 1.2039 -0.3826  N5 1.522, H12 1.138, H16 1.192, H17 1.072
4 H 0.6393 -2.2031 0.2557  C15 1.062
5 N 0.0411 -0.0543 0.3219  C1 1.494, C3 1.522, C8 1.437, C15 1.539
6 H -0.5777 -0.6958 2.1441  C8 1.087
7 O -1.1310 -2.3546 1.2239  C11 1.231
8 C -0.2302 0.2351 1.7034  N5 1.437, H6 1.087, H20 1.115, H24 1.051
9 O -2.0057 2.1334 0.0734  S2 1.527
10 N -1.2036 -0.3950 -1.7110  C1 1.478, H19 1.058, H23 1.001
11 C -1.6838 -1.9190 0.2135  C1 1.614, O7 1.231, O13 1.228
12 H 0.9606 0.7038 -1.3083  C3 1.138
13 O -2.4158 -2.4834 -0.5957  C11 1.228
14 H 0.9172 -1.4630 -1.1099  C15 1.051
15 C 0.9342 -1.2406 -0.0824  H4 1.062, N5 1.539, H14 1.051, H21 1.117
16 H -0.4601 1.8711 -0.3950  C3 1.192
17 H 1.2868 1.5994 0.2632  C3 1.072
18 O -3.7046 0.6793 -1.0694  S2 1.496
19 H -1.8674 -1.1812 -1.9573  N10 1.058
20 H -1.1394 0.8791 1.7349  C8 1.115
21 H 1.9853 -1.0309 0.2314  C15 1.117
22 O -3.2836 0.5061 1.3768  S2 1.476
23 H -1.4533 0.5146 -2.0463  N10 1.001
24 H 0.6355 0.6463 2.1345  C8 1.051

Results
Structure (SMILES): C[N+](C)(C)[C@@](N)(C(=O)[O-])S(=O)(=O)[O-]
2S+1: 1
Net charge: -1



Record 7
C5H11N2S2 | ωB97M-V/def2-TZVPD

Last columns: bonded neighbours and bond lengths (Å).
Atoms and positions in Å:
1 S -0.7357 -0.0528 2.0107  H7 1.345, N9 1.677
2 N 0.0171 1.7387 -0.2951  C6 1.479, H10 1.061, H13 1.020, C14 1.483
3 H -2.0749 1.6008 -0.6362  C14 1.089
4 H 0.6340 -2.5984 2.6810  C12 1.069
5 H 0.9084 -1.3838 -0.8481  C15 1.094
6 C 1.1088 0.8044 -0.6450  N2 1.479, C15 1.544, H18 1.089, H19 1.091
7 H 0.1173 0.3313 2.9776  S1 1.345
8 H -1.7773 -0.7446 -0.4090  C16 1.089
9 N 0.4281 -0.7478 1.0241  S1 1.677, C15 1.423
10 H -0.2124 1.5302 0.7197  N2 1.061
11 S 1.1098 -3.7055 0.5206  C12 1.548
12 C 0.7540 -2.6775 1.6221  H4 1.069, S11 1.548
13 H 0.2270 2.7269 -0.4392  N2 1.020
14 C -1.1436 1.2437 -1.0742  N2 1.483, H3 1.089, C16 1.538, H20 1.090
15 C 0.3927 -0.5379 -0.3829  H5 1.094, C6 1.544, N9 1.423, C16 1.549
16 C -0.9985 -0.2864 -1.0163  H8 1.089, C14 1.538, C15 1.549, H17 1.087
17 H -1.0520 -0.7189 -2.0123  C16 1.087
18 H 1.9793 0.9436 -0.0057  C6 1.089
19 H 1.3843 0.9242 -1.6937  C6 1.091
20 H -1.0662 1.6099 -2.0980  C14 1.090

Results
2S+1: 1
Net charge: +1



Record 8
C5H11N3 | ωB97M-V/def2-TZVPD

Last columns: bonded neighbours and bond lengths (Å).
Atoms and positions in Å:
1 H 1.6860 -0.2535 -2.1204  N8 1.012
2 N -2.1845 0.6900 -0.3795  C4 1.434, H13 1.015, H15 1.012
3 C 1.4137 -0.1923 1.8243  H6 1.091, H10 1.090, H11 1.085, C12 1.493
4 C -0.9071 0.0496 -0.2531  N2 1.434, C7 1.352, C19 1.454
5 H 0.1775 -1.9034 2.3854  C12 1.083
6 H 2.3364 -0.6886 1.5215  C3 1.091
7 C 0.0557 0.3970 -1.1363  C4 1.352, N8 1.399, N18 1.403
8 N 1.3382 -0.1619 -1.1745  H1 1.012, C7 1.399, H16 1.010
9 H -1.6258 -1.6077 0.8975  C19 1.088
10 H 1.5221 0.0832 2.8737  C3 1.090
11 H 1.2930 0.7073 1.2290  C3 1.085
12 C 0.2314 -1.0906 1.6710  C3 1.493, H5 1.083, C19 1.335
13 H -2.6142 0.5060 -1.2810  N2 1.015
14 H 0.6174 1.7851 -2.4897  N18 1.011
15 H -2.8087 0.3770 0.3534  N2 1.012
16 H 1.3817 -1.0399 -0.6765  N8 1.010
17 H -0.9284 1.9736 -1.8810  N18 1.012
18 N -0.2152 1.3137 -2.1629  C7 1.403, H14 1.011, H17 1.012
19 C -0.7691 -0.9445 0.7991  C4 1.454, H9 1.088, C12 1.335

Results
Structure (SMILES): C/C=C\C(N)=C(N)N
2S+1: 1



Record 9
C5H11N3 | ωB97M-V/def2-TZVPD

Last columns: bonded neighbours and bond lengths (Å).
Atoms and positions in Å:
1 N 0.9171 -1.2893 1.4231  C6 1.434, C19 1.203
2 H 0.0253 -3.1577 1.3785  C6 1.089
3 H -1.6231 1.7454 -1.7605  C4 1.089
4 C -1.9547 1.2180 -0.8668  H3 1.089, H12 1.092, C15 1.484, H17 1.091
5 H -0.1220 -0.2586 -2.1047  C11 1.091
6 C -0.1766 -2.1393 1.0511  N1 1.434, H2 1.089, H10 1.095, H13 1.093
7 N 2.1120 0.7793 1.1044  H14 1.014, H16 1.012, C19 1.325
8 H 0.9849 1.0664 -1.6769  C11 1.095
9 H 1.3658 -0.6158 -1.2485  C11 1.096
10 H -0.3181 -2.0899 -0.0334  C6 1.095
11 C 0.5565 0.1179 -1.3378  H5 1.091, H8 1.095, H9 1.096
12 H -2.7084 1.8079 -0.3402  C4 1.092
13 H -1.0883 -1.7786 1.5336  C6 1.093
14 H 2.8022 0.7005 0.3659  N7 1.014
15 C -0.8129 0.9687 0.0477  C4 1.484, N18 1.196
16 H 1.7663 1.6990 1.3464  N7 1.012
17 H -2.3915 0.2713 -1.1867  C4 1.091
18 N -0.5086 1.1114 1.1953  C15 1.196
19 C 1.1741 -0.1566 1.1094  N1 1.203, N7 1.325

Results
2S+1: 1



Record 10
C5H11N3 | ωB97M-V/def2-TZVPD

Last columns: bonded neighbours and bond lengths (Å).
Atoms and positions in Å:
1 H -0.3352 0.3594 2.2678  N8 1.012
2 H -3.0798 0.0024 -0.8622  C16 1.094
3 H 3.1648 -1.3064 -0.6388  C12 1.090
4 H -2.1172 -1.4101 -1.2836  C16 1.096
5 C 0.3277 -1.1968 0.8929  N8 1.482, H15 1.086, N19 1.268
6 H -2.2851 -0.9520 0.4231  C16 1.100
7 H 2.5010 0.1831 0.0844  C12 1.097
8 N 0.0464 0.1861 1.3465  H1 1.012, C5 1.482, C9 1.372
9 C -0.3539 0.9761 0.2984  N8 1.372, C11 1.384, N17 1.370
10 H 1.7571 -0.5240 -1.3544  C12 1.097
11 C -0.9339 0.2716 -0.7424  C9 1.384, H14 1.085, C16 1.502
12 C 2.2472 -0.7667 -0.4031  H3 1.090, H7 1.097, H10 1.097, N19 1.438
13 H 0.8715 2.5275 0.8339  N17 1.009
14 H -0.8304 0.7166 -1.7267  C11 1.085
15 H -0.2885 -1.9138 1.4279  C5 1.086
16 C -2.1776 -0.5576 -0.5976  H2 1.094, H4 1.096, H6 1.100, C11 1.502
17 N 0.0871 2.2729 0.2523  C9 1.370, H13 1.009, H18 0.999
18 H -0.0160 2.7546 -0.6172  N17 0.999
19 N 1.4147 -1.6229 0.3988  C5 1.268, C12 1.438

Results
Structure (SMILES): C/C=C(/N)N/C=N\C
2S+1: 1



Record 11
C5H11N3 | ωB97M-V/def2-TZVPD

Last columns: bonded neighbours and bond lengths (Å).
Atoms and positions in Å:
1 N -1.7889 -0.7036 0.0991  N5 1.329, C11 1.337, H16 1.011
2 H 0.8751 -2.1766 -0.4709  C12 1.091
3 C 0.9731 -0.3715 1.3809  H6 1.090, C8 1.825, H13 1.087, H17 1.089
4 C 1.2280 0.8087 -1.1212  C8 1.506, H10 1.094, H14 1.092, H19 1.095
5 N -1.1483 -1.8618 -0.0202  N1 1.329, C12 1.462
6 H 0.6143 -1.2162 1.9685  C3 1.090
7 H -0.8540 2.4004 0.2164  N15 1.010
8 C 0.3085 -0.0444 -0.2868  C3 1.825, C4 1.506, C11 1.454, C12 1.532
9 H -0.0851 -1.5603 -1.8274  C12 1.105
10 H 1.2525 1.8361 -0.7461  C4 1.094
11 C -1.0565 0.4035 -0.0615  N1 1.337, C8 1.454, N15 1.391
12 C 0.0704 -1.4898 -0.7362  H2 1.091, N5 1.462, C8 1.532, H9 1.105
13 H 0.8425 0.5242 1.9821  C3 1.087
14 H 2.2441 0.4084 -1.0986  C4 1.092
15 N -1.5570 1.6759 0.1965  H7 1.010, C11 1.391, H18 1.016
16 H -2.7233 -0.7212 0.4856  N1 1.011
17 H 2.0343 -0.5017 1.1720  C3 1.089
18 H -2.1279 1.7565 1.0329  N15 1.016
19 H 0.8982 0.8335 -2.1652  C4 1.095

Results
2S+1: 1



Record 12
C5H11N3 | ωB97M-V/def2-TZVPD

Last columns: bonded neighbours and bond lengths (Å).
Atoms and positions in Å:
1 N 0.4487 2.9890 0.9985  H5 1.105, H10 1.066, C17 1.356
2 H 1.5829 -2.5211 -1.3983  C8 1.177
3 H -1.5394 2.6380 1.0936  C17 1.081
4 H 0.6641 -2.8339 0.1882  C8 1.096
5 H 0.4137 3.9891 1.4659  N1 1.105
6 N -1.5845 -1.2726 0.4487  H11 1.022, H15 0.973, C18 1.280
7 C 0.5097 -0.8364 -0.5584  C8 1.451, C14 1.368, C18 1.442
8 C 0.6332 -2.2690 -0.7510  H2 1.177, H4 1.096, C7 1.451, H19 1.012
9 H 1.1886 1.1576 -0.8822  C14 1.096
10 H 1.3883 2.6359 0.6388  N1 1.066
11 H -1.1937 -2.2030 0.2875  N6 1.022
12 H -2.0394 0.9821 0.8202  N16 1.063
13 H 2.2880 -0.1592 -1.5393  C14 1.070
14 C 1.3390 0.0979 -1.1170  C7 1.368, H9 1.096, H13 1.070
15 H -2.2693 -1.1615 1.1304  N6 0.973
16 N -1.0149 0.8834 0.5557  H12 1.063, C17 1.386, C18 1.409
17 C -0.6207 2.2004 0.7282  N1 1.356, H3 1.081, N16 1.386
18 C -0.6709 -0.4235 0.1587  N6 1.280, C7 1.442, N16 1.409
19 H -0.1869 -2.5734 -1.2601  C8 1.012

Results
Structure (SMILES): C=C(C)C(=[NH2+])NC=[NH2+]
2S+1: 1
Net charge: +2



| no. | DFT total energy (Ha) |
| --- | --- |
| 1 | -381.41717 |
| 2 | -381.46195 |
| 3 | -381.44194 |
| 4 | -381.43956 |
| 5 | -456.76391 |
| 6 | -1081.02378 |
| 7 | -1102.64856 |
| 8 | -361.36200 |
| 9 | -361.20547 |
| 10 | -361.30068 |
| 11 | -361.27363 |
| 12 | -360.65738 |